No. 1
{
  "formula": "C4H12NO",
  "method": "the ωB97M-V functional and the def2-TZVPD basis",
  "elements": ["C", "N", "H", "H", "H", "H", "H", "C", "O", "C", "C", "H", "H", "H", "H", "H", "H", "H"],
  "coordinates": [[2.81, 0.00, 1.14], [1.98, -1.15, 1.52], [2.95, 0.05, 0.08], [3.78, -0.15, 1.70], [2.25, 0.86, 1.49], [1.02, -0.88, 1.25], [2.20, -1.99, 1.00], [-1.36, 0.81, 0.39], [-0.07, 0.30, 0.54], [-2.13, 0.07, -0.67], [-1.34, -0.01, -1.96], [-1.33, 1.86, 0.14], [-2.01, 0.75, 1.24], [-3.10, 0.57, -0.90], [-2.34, -0.95, -0.30], [-1.94, -0.42, -2.78], [-0.47, -0.65, -1.70], [-0.91, 0.94, -2.21]],
  "mulliken_charge": [-0.619, -0.649, 0.241, 0.266, 0.225, 0.426, 0.225, -0.492, -0.349, -0.370, -1.075, 0.360, 0.325, 0.305, 0.292, 0.325, 0.239, 0.326],
  "charge": 0,
  "s_squared": 0.75,
  "homo_energy_ev": [-8.72, -8.69],
  "homo_lumo_gap_ev": [9.65, 6.62],
  "multiplicity": 2,
  "lumo_energy_ev": [0.9320, -2.0668]
}


No. 2
{
  "formula": "C4H12NO",
  "method": "the ωB97M-V functional and the def2-TZVPD basis",
  "elements": ["C", "C", "C", "C", "N", "H", "H", "H", "H", "H", "H", "H", "H", "H", "H", "H", "H", "O"],
  "coordinates": [[1.55, -1.39, 2.11], [1.61, -1.19, 0.58], [0.64, -0.11, 0.06], [-0.28, -0.41, -0.91], [-0.94, 0.58, -1.83], [0.95, -0.58, 2.51], [2.43, -1.46, 2.66], [0.97, -2.26, 2.46], [1.72, -2.16, 0.02], [2.66, -0.81, 0.39], [0.76, 0.84, 0.49], [-0.53, -1.43, -1.25], [-1.63, 0.09, -2.41], [-1.34, 1.27, -1.30], [-0.22, 0.97, -2.49], [-2.40, 3.34, -0.31], [-3.39, 2.20, -0.21], [-2.55, 2.48, -0.56]],
  "mulliken_charge": [-1.135, -0.421, -0.304, -0.299, -0.141, 0.328, 0.378, 0.301, 0.348, 0.275, 0.399, 0.271, 0.383, 0.236, 0.416, 0.292, 0.300, -0.627],
  "charge": 1,
  "homo_energy_ev": -14.17,
  "homo_lumo_gap_ev": 10.68,
  "lumo_energy_ev": -3.4964
}


No. 3
{
  "formula": "C4H12NO",
  "method": "the ωB97M-V functional and the def2-TZVPD basis",
  "elements": ["O", "C", "C", "N", "C", "C", "H", "H", "H", "H", "H", "H", "H", "H", "H", "H", "H", "H"],
  "coordinates": [[3.13, 1.17, -0.59], [1.75, 0.71, -0.78], [1.12, 0.00, 0.38], [-2.76, -0.49, 0.35], [-3.27, 0.60, -0.56], [1.75, -1.43, 0.63], [3.40, 1.13, 0.30], [1.81, 0.04, -1.62], [1.23, 1.65, -1.01], [0.86, 0.57, 1.33], [-2.98, -0.36, 1.35], [-1.71, -0.75, 0.24], [-2.55, 1.01, -1.28], [-3.64, 1.45, 0.14], [-4.09, 0.04, -1.04], [2.00, -1.49, 1.70], [1.15, -2.34, 0.36], [2.79, -1.51, 0.09]],
  "mulliken_charge": [-0.387, -0.535, 0.234, -0.440, -0.506, -0.795, 0.319, 0.356, 0.306, 0.320, 0.276, 0.122, 0.239, 0.240, 0.224, 0.351, 0.348, 0.328],
  "charge": 1,
  "homo_energy_ev": -12.69,
  "homo_lumo_gap_ev": 4.28,
  "lumo_energy_ev": -8.4100
}


No. 4
{
  "formula": "C4H12NO",
  "method": "the ωB97M-V functional and the def2-TZVPD basis",
  "elements": ["C", "N", "C", "H", "H", "H", "H", "H", "H", "H", "H", "C", "C", "O", "H", "H", "H", "H"],
  "coordinates": [[-1.76, -0.20, 0.81], [-1.20, 0.19, -0.52], [-1.91, 1.33, -1.17], [-1.09, -0.92, 1.26], [-1.79, 0.68, 1.44], [-2.75, -0.62, 0.68], [-1.21, -0.65, -1.11], [-0.19, 0.41, -0.39], [-2.94, 1.05, -1.37], [-1.42, 1.53, -2.12], [-1.79, 2.20, -0.54], [2.01, 0.55, -0.33], [1.85, -0.28, 0.70], [1.52, -1.59, 0.54], [2.50, 1.50, -0.22], [1.66, 0.32, -1.33], [2.00, 0.06, 1.72], [1.89, -2.10, 1.28]],
  "mulliken_charge": [-0.846, 0.046, -0.834, 0.308, 0.371, 0.387, 0.386, 0.057, 0.370, 0.332, 0.357, -0.847, 0.022, -0.474, 0.272, 0.367, 0.357, 0.369],
  "charge": 1,
  "homo_energy_ev": -13.32,
  "homo_lumo_gap_ev": 10.27,
  "lumo_energy_ev": -3.0492
}


No. 5
{
  "formula": "C4H12NO",
  "method": "the ωB97M-V functional and the def2-TZVPD basis",
  "elements": ["C", "C", "C", "C", "N", "H", "H", "H", "H", "H", "H", "H", "H", "H", "H", "H", "H", "O"],
  "coordinates": [[1.36, -1.34, 1.59], [1.58, 0.00, 1.07], [0.52, 0.80, 0.64], [0.45, 2.15, 0.70], [-3.61, -0.06, -0.68], [2.10, -2.03, 1.17], [1.42, -1.38, 2.68], [2.57, 0.46, 1.08], [0.37, -1.65, 1.26], [-0.39, 0.26, 0.39], [-0.48, 2.68, 0.88], [1.32, 2.77, 0.93], [-3.47, 0.83, -1.16], [-4.15, 0.13, 0.13], [-4.20, -0.58, -1.32], [1.36, -1.26, -2.94], [0.35, -0.23, -2.42], [0.56, -1.17, -2.41]],
  "mulliken_charge": [-1.019, 0.316, -0.064, -0.577, -0.679, 0.338, 0.352, 0.369, 0.347, 0.337, 0.296, 0.289, 0.221, 0.222, 0.246, 0.328, 0.314, -0.637],
  "charge": 1,
  "homo_energy_ev": -13.05,
  "homo_lumo_gap_ev": 6.04,
  "lumo_energy_ev": -7.0143
}


No. 6
{
  "formula": "C4H12NO",
  "method": "the ωB97M-V functional and the def2-TZVPD basis",
  "elements": ["C", "N", "C", "C", "C", "H", "H", "H", "H", "H", "H", "H", "H", "H", "H", "H", "H", "O"],
  "coordinates": [[-1.26, 1.45, 0.59], [-1.53, 0.70, -0.75], [-0.46, -0.33, -0.94], [0.07, -0.62, 0.44], [-0.03, 0.73, 1.15], [-1.03, 2.48, 0.35], [-2.15, 1.33, 1.18], [-1.59, 1.38, -1.50], [-2.45, 0.29, -0.67], [0.27, 0.00, -1.68], [-0.93, -1.20, -1.41], [-0.58, -1.35, 0.95], [1.03, -1.12, 0.50], [0.79, 1.37, 0.92], [0.01, 0.60, 2.21], [3.37, -2.07, -1.18], [3.49, -1.99, 0.27], [2.97, -1.63, -0.42]],
  "mulliken_charge": [-0.563, -0.118, -0.641, -0.313, -0.590, 0.321, 0.314, 0.330, 0.378, 0.310, 0.355, 0.283, 0.236, 0.309, 0.408, 0.310, 0.300, -0.628],
  "charge": 1,
  "homo_energy_ev": -14.84,
  "homo_lumo_gap_ev": 11.55,
  "lumo_energy_ev": -3.2928
}


No. 7
{
  "formula": "C4H12NO",
  "method": "the ωB97M-V functional and the def2-TZVPD basis",
  "elements": ["C", "C", "C", "C", "N", "H", "H", "H", "H", "H", "H", "H", "H", "H", "H", "H", "H", "O"],
  "coordinates": [[2.14, 1.69, 0.56], [1.62, 0.89, -0.62], [0.33, 0.31, -0.22], [0.31, -1.06, -0.07], [-0.95, -1.71, 0.19], [1.48, 2.09, 1.31], [2.71, 2.59, 0.19], [2.92, 1.12, 1.04], [2.42, 0.11, -1.01], [1.46, 1.56, -1.36], [-0.56, 0.94, -0.04], [1.19, -1.73, -0.09], [-1.76, -1.14, 0.41], [-1.11, -2.15, -0.71], [-0.89, -2.48, 0.88], [-3.81, -0.67, -1.00], [-4.03, 0.09, 0.58], [-3.47, -0.45, -0.03]],
  "mulliken_charge": [-1.106, -0.485, -0.146, -0.443, -0.168, 0.367, 0.311, 0.310, 0.279, 0.334, 0.396, 0.337, 0.259, 0.383, 0.391, 0.333, 0.328, -0.680],
  "charge": 1,
  "homo_energy_ev": -14.02,
  "homo_lumo_gap_ev": 10.63,
  "lumo_energy_ev": -3.3893
}


No. 8
{
  "formula": "C4H12NO2",
  "method": "the ωB97M-V functional and the def2-TZVPD basis",
  "elements": ["C", "O", "C", "C", "C", "N", "H", "H", "H", "H", "H", "H", "H", "H", "H", "H", "H", "H", "O"],
  "coordinates": [[0.22, 2.09, 1.15], [0.20, 1.09, 2.05], [0.82, 1.65, -0.24], [0.28, 0.26, -0.61], [-1.25, 0.35, -0.82], [-2.03, -0.30, 0.27], [-0.81, 2.48, 0.96], [0.83, 2.99, 1.43], [0.55, 2.36, -1.04], [1.89, 1.62, -0.05], [0.64, -0.18, -1.55], [0.44, -0.33, 0.29], [-1.67, -0.05, -1.74], [-1.56, 1.39, -0.73], [-1.86, 0.24, 1.10], [-1.63, -1.20, 0.51], [1.44, -4.90, 0.42], [2.15, -4.56, -0.87], [1.34, -4.99, -0.54]],
  "mulliken_charge": [-0.491, -0.868, -0.883, -0.490, -0.640, -0.811, 0.155, 0.336, 0.339, 0.397, 0.315, 0.325, 0.385, 0.322, 0.377, 0.233, 0.324, 0.320, -0.645],
  "charge": -1,
  "homo_energy_ev": -2.54,
  "homo_lumo_gap_ev": 5.65,
  "lumo_energy_ev": 3.1048
}


No. 9
{
  "formula": "C4H12NO2",
  "method": "the ωB97M-V functional and the def2-TZVPD basis",
  "elements": ["C", "C", "C", "C", "O", "N", "H", "H", "H", "H", "H", "H", "H", "H", "H", "H", "H", "H", "O"],
  "coordinates": [[-0.95, -1.08, -1.99], [-0.26, -0.19, -0.85], [0.56, -0.83, 0.27], [1.76, -0.10, 0.71], [1.50, 0.56, 1.85], [-1.33, 0.67, -0.20], [-0.20, -1.57, -2.57], [-1.65, -0.43, -2.59], [-1.66, -1.73, -1.32], [0.41, 0.59, -1.39], [0.85, -1.83, -0.18], [-0.02, -1.15, 1.16], [1.97, 0.72, -0.09], [2.82, -0.67, 0.82], [-1.06, 0.84, 0.85], [-2.19, 0.11, -0.32], [-0.55, 2.90, 1.88], [0.55, 1.27, 1.85], [-0.56, 1.89, 2.11]],
  "mulliken_charge": [-1.411, 0.497, -0.881, -0.193, -0.706, -0.656, 0.435, 0.349, 0.283, 0.138, 0.275, 0.354, 0.148, 0.185, 0.315, 0.236, 0.210, 0.398, -0.976],
  "charge": -1,
  "homo_energy_ev": -4.01,
  "homo_lumo_gap_ev": 7.94,
  "lumo_energy_ev": 3.9271
}


No. 10
{
  "formula": "C4H12NO2",
  "method": "the ωB97M-V functional and the def2-TZVPD basis",
  "elements": ["C", "O", "C", "C", "C", "N", "H", "H", "H", "H", "H", "H", "H", "H", "H", "H", "H", "H", "O"],
  "coordinates": [[0.28, -0.89, 0.52], [0.75, 0.05, 1.37], [-1.03, -0.27, -0.14], [-0.94, 0.23, -1.55], [0.56, 0.77, -1.80], [1.28, 1.39, -0.68], [1.11, -1.17, -0.08], [0.12, -1.79, 1.19], [-1.81, -1.04, -0.16], [-1.53, 0.35, 0.72], [-1.08, -0.45, -2.28], [-1.70, 0.91, -1.60], [0.40, 1.60, -2.49], [1.17, 0.02, -2.28], [1.76, 0.69, -0.17], [0.54, 1.80, -0.23], [0.33, -0.13, 2.74], [-0.07, -1.47, 3.29], [-0.13, -0.60, 3.62]],
  "mulliken_charge": [-0.477, -0.578, -0.576, -0.823, -0.630, -0.639, 0.340, 0.318, 0.476, 0.298, 0.462, 0.344, 0.346, 0.403, 0.352, 0.288, 0.465, 0.277, -0.645],
  "charge": 0,
  "s_squared": 0.75,
  "homo_energy_ev": [-9.61, -9.45],
  "homo_lumo_gap_ev": [10.35, 6.97],
  "multiplicity": 2,
  "lumo_energy_ev": [0.7430, -2.4795]
}


No. 11
{
  "formula": "C4H12NO2",
  "method": "the ωB97M-V functional and the def2-TZVPD basis",
  "elements": ["O", "C", "C", "C", "C", "N", "H", "H", "H", "H", "H", "H", "H", "H", "H", "H", "H", "H", "O"],
  "coordinates": [[-1.12, -1.45, -0.09], [0.00, -1.15, 0.30], [0.50, 0.30, 0.28], [1.91, 0.51, -0.44], [2.93, -0.45, 0.18], [-0.51, 1.09, -0.60], [0.48, -1.84, 0.98], [0.62, 0.59, 1.35], [1.62, 0.17, -1.49], [2.26, 1.54, -0.72], [2.79, -1.54, 0.34], [3.00, -0.01, 1.19], [3.83, -0.24, -0.39], [-0.58, 0.68, -1.58], [-1.53, 0.84, -0.04], [-0.48, 2.11, -0.65], [-3.35, -0.23, 0.64], [-3.80, 1.28, 0.53], [-3.03, 0.67, 0.35]],
  "mulliken_charge": [-0.641, -0.651, 0.169, -0.582, -1.051, -0.487, 0.326, 0.142, 0.264, 0.350, 0.302, 0.299, 0.355, 0.414, 0.421, 0.382, 0.307, 0.301, -0.619],
  "charge": 0,
  "s_squared": 0.75,
  "homo_energy_ev": [-3.64, -7.66],
  "homo_lumo_gap_ev": [3.93, 7.76],
  "multiplicity": 2,
  "lumo_energy_ev": [0.2828, 0.0980]
}


No. 12
{
  "formula": "C4H12NO2",
  "method": "the ωB97M-V functional and the def2-TZVPD basis",
  "elements": ["O", "C", "C", "N", "C", "C", "H", "H", "H", "H", "H", "H", "H", "H", "H", "H", "H", "H", "O"],
  "coordinates": [[1.07, -2.02, -1.93], [1.38, -2.08, -0.66], [0.67, -1.10, 0.30], [-0.22, -0.06, -0.51], [0.40, 1.31, -0.64], [0.41, 1.99, 0.68], [2.13, -2.67, -0.27], [0.16, -1.63, 1.11], [1.51, -0.54, 0.75], [-1.14, -0.01, 0.06], [-0.49, -0.52, -1.37], [-0.13, 2.04, -1.43], [1.46, 1.25, -0.94], [1.49, 1.89, 0.93], [-0.24, 1.61, 1.51], [0.43, 3.12, 0.67], [-3.26, -0.74, -0.13], [-3.07, -1.14, 1.32], [-2.56, -0.70, 0.57]],
  "mulliken_charge": [-0.489, 0.080, -0.500, -0.186, -0.428, -0.935, 0.449, 0.361, 0.276, 0.410, 0.410, 0.311, 0.363, 0.294, 0.282, 0.334, 0.314, 0.316, -0.662],
  "charge": 1,
  "homo_energy_ev": -14.72,
  "homo_lumo_gap_ev": 11.14,
  "lumo_energy_ev": -3.5849
}


Here are the calculated relative energy (zero: lowest compared OMol25 entry of this formula, charge and spin) numbers, same order: 130.2, 177.1, 597.0, 148.9, 323.6, 51.5, 194.8, 117.7, 158.5, 239.0, 205.4, 261.4 (kJ/mol).